DFT (the ωB97M-V functional and the def2-TZVPD basis) results for a molecular structure, C38H40N9PtS2Se.

Summary:
calculated total energy = -143728.361 eV
energy above the lowest of the compared OMol25 structures with the same formula, charge and spin = 3.58 kcal per mole
LUMO level = -3.04 eV
total charge = +1
spin multiplicity = 1

XYZ file:
```
91
Properties=species:S:1:pos:R:3:forces:R:3:lowdin_charge:R:1
Pt 0.39650 -0.05522 0.18255 0.10 0.41 0.11 0.819
S 0.48536 -0.22773 2.50650 0.00 -0.05 -0.05 0.704
C -0.61222 -1.46910 2.86592 -0.20 -0.13 -0.06 -0.597
N -1.11568 -1.61610 4.07104 0.11 -0.09 0.13 -0.080
C -2.13109 -2.65021 4.32618 0.05 0.05 -0.04 -0.071
C -3.07363 -2.64615 3.15719 0.11 -0.07 0.04 -0.113
N -2.29543 -2.94475 1.95273 -0.26 -0.03 0.08 -0.086
C -2.95790 -3.82920 0.98428 0.02 0.01 -0.01 -0.115
C -3.03502 -5.24065 1.51071 -0.03 -0.01 -0.01 -0.216
C -1.87961 -6.00606 1.65825 -0.01 0.00 0.01 -0.036
C -1.95549 -7.28899 2.17642 -0.01 0.00 0.00 -0.072
C -3.18411 -7.82180 2.54946 0.01 0.02 -0.01 -0.080
C -4.33723 -7.06793 2.39950 0.02 0.01 -0.01 -0.073
C -4.26027 -5.78014 1.88348 0.00 -0.03 -0.02 -0.048
C -1.07496 -2.46529 1.79013 0.08 0.34 0.13 -0.722
S -0.06313 -2.83496 0.53295 0.12 -0.59 0.03 0.724
C -0.83753 -0.70812 5.20115 -0.03 0.04 -0.10 -0.099
C -2.09578 0.03822 5.56950 0.00 0.02 -0.03 -0.229
C -2.65765 -0.08608 6.83271 0.02 0.04 0.02 -0.047
C -3.83446 0.58442 7.14213 0.01 0.00 -0.01 -0.070
C -4.45747 1.36735 6.18263 0.01 0.00 -0.01 -0.071
C -3.90281 1.48705 4.91345 0.00 0.00 0.02 -0.063
C -2.72254 0.82976 4.60901 -0.03 -0.04 0.02 -0.037
H -2.65441 -2.38418 5.24141 0.03 0.02 0.00 0.133
H -1.64732 -3.62092 4.45713 0.01 -0.01 -0.02 0.148
H -3.56714 -1.67688 3.04485 -0.01 -0.05 0.02 0.058
H -3.83042 -3.41945 3.27050 0.03 -0.04 -0.01 0.134
H -2.41314 -3.76552 0.04640 0.02 -0.03 0.02 0.092
H -3.95856 -3.42179 0.83171 0.01 0.05 -0.01 0.114
H -0.92338 -5.59521 1.35627 0.00 0.01 0.00 0.090
H -1.05515 -7.87984 2.28251 0.00 0.00 0.00 0.106
H -3.24090 -8.82520 2.94974 0.00 0.00 0.00 0.106
H -5.29730 -7.47983 2.68060 0.00 0.00 0.00 0.107
H -5.16458 -5.19504 1.75693 0.00 0.01 0.01 0.116
H -0.05049 -0.02478 4.89966 0.05 0.00 0.01 0.077
H -0.46874 -1.30627 6.03558 -0.04 -0.05 -0.01 0.140
H -2.17290 -0.70290 7.58118 0.00 -0.01 0.00 0.115
H -4.26625 0.48778 8.12926 0.00 0.00 0.00 0.108
H -5.37747 1.88407 6.42107 -0.01 0.00 0.00 0.108
H -4.39191 2.08790 4.15856 0.00 -0.01 -0.01 0.107
H -2.29673 0.91804 3.61483 -0.01 0.01 0.00 0.101
Se -4.42260 -0.14948 0.97018 -0.08 0.13 -0.09 0.585
C -2.70209 0.05123 0.57638 -0.01 0.09 -0.09 -0.880
N -1.57635 0.19280 0.31272 -0.04 -0.14 0.06 -0.149
N 7.47704 0.76785 -0.62792 0.08 0.01 0.00 0.169
C 8.78425 0.36908 -0.43011 -0.03 0.10 -0.05 -0.187
C 10.00493 0.93462 -0.79434 -0.03 -0.03 0.01 -0.018
C 11.13521 0.24156 -0.41893 0.01 -0.03 0.02 -0.081
C 11.05961 -0.97139 0.29367 0.00 0.05 -0.03 -0.081
C 9.84926 -1.52130 0.64873 0.00 -0.01 0.00 -0.009
C 8.69112 -0.83382 0.27698 -0.04 -0.10 0.06 -0.219
N 7.36393 -1.15424 0.50058 0.10 0.01 -0.02 0.187
C 6.68461 -0.18676 -0.04707 -0.16 0.02 0.00 -0.285
C 5.21859 -0.13944 -0.03611 0.12 0.00 -0.01 -0.111
C 4.47824 0.90384 -0.58380 0.00 0.04 -0.04 0.014
C 3.10140 0.86576 -0.52546 -0.04 -0.05 -0.01 -0.104
N 2.43712 -0.14773 0.04999 -0.02 0.11 -0.03 -0.159
C 3.14428 -1.15893 0.57697 -0.05 -0.07 0.03 -0.124
C 4.51996 -1.18940 0.55064 -0.05 -0.05 0.02 0.027
H 7.18004 1.59813 -1.10766 -0.01 -0.01 0.01 0.153
H 10.06756 1.86547 -1.34160 0.00 0.01 0.00 0.110
H 12.10785 0.63805 -0.67722 0.00 0.00 0.00 0.105
H 11.97664 -1.47631 0.56476 0.01 0.00 0.00 0.104
H 9.78439 -2.45191 1.19548 -0.01 0.00 0.00 0.115
H 4.94631 1.75828 -1.05309 0.00 -0.01 0.00 0.114
H 2.49510 1.65730 -0.94363 0.00 0.00 0.03 0.107
H 2.56087 -1.95571 1.01914 0.00 0.01 0.02 0.067
H 5.06107 -2.01861 0.98228 0.00 0.00 0.00 0.123
C -1.67928 3.33219 -3.41260 -0.02 -0.02 0.00 -0.151
C -0.90506 3.61654 -2.14281 0.03 0.00 0.03 -0.162
N -0.31686 2.37949 -1.64255 0.00 -0.08 -0.04 0.072
C -0.06086 1.29930 -2.42332 -0.14 0.08 -0.04 -0.371
N 0.30396 0.17408 -1.84257 0.18 0.10 -0.08 -0.131
C 0.57264 -1.00234 -2.66491 -0.01 0.01 0.00 -0.220
C 1.16874 -0.59135 -3.99714 0.00 0.01 0.00 -0.151
C 0.20733 0.35864 -4.67457 -0.03 0.03 0.01 -0.142
N -0.17071 1.43576 -3.76351 0.02 -0.03 0.04 -0.029
C -0.75348 2.62677 -4.38017 0.00 -0.03 0.01 -0.141
H -2.04957 4.25621 -3.85438 0.01 0.00 0.00 0.124
H -2.53526 2.69186 -3.18771 -0.01 0.02 -0.01 0.129
H -1.54836 4.02099 -1.36355 -0.01 -0.01 0.00 0.128
H -0.12090 4.35249 -2.34170 0.00 0.01 0.01 0.121
H -0.43746 2.14471 -0.66637 0.03 0.06 -0.04 0.079
H -0.34953 -1.57316 -2.81826 0.00 -0.01 0.02 0.125
H 1.25944 -1.64587 -2.11614 0.00 0.00 0.00 0.091
H 1.34195 -1.46015 -4.63121 0.00 0.00 0.01 0.124
H 2.12846 -0.09568 -3.82835 0.01 -0.01 -0.02 0.121
H -0.69167 -0.17681 -4.99688 0.00 0.01 -0.03 0.135
H 0.65568 0.81388 -5.55916 0.02 0.00 0.01 0.130
H -1.29792 2.29840 -5.26649 -0.01 -0.01 0.00 0.129
H 0.04276 3.30123 -4.71249 0.00 0.00 -0.02 0.133
```
Positions in Å, forces in eV/Å.